1.
20
Properties=species:S:1:pos:R:3:forces:R:3 method="wB97M-V/def2-TZVPD" charge=0 multiplicity=1 lumo_energy_ev=0.8644 homo_lumo_gap_ev=8.67
H 2.2357 1.8943 -0.2712 -0.46 -0.09 -0.27
N 1.9945 0.9440 -0.5541 -0.34 -1.04 0.17
C 1.4855 0.3134 0.4482 2.08 0.00 -0.31
N 1.3185 0.8775 1.6736 -0.89 0.29 1.36
N 1.3370 -1.0968 0.5038 -0.32 0.79 -1.00
N 1.7583 -1.7816 -0.6701 0.27 0.35 -0.23
H 0.5310 0.4706 2.1691 0.15 0.17 0.07
H 1.2364 1.8861 1.6511 0.00 -0.20 0.00
H 1.6991 -1.5019 1.3671 -0.07 0.16 -0.55
H 1.0347 -1.6552 -1.3847 0.02 -0.22 0.46
H 2.5397 -1.2377 -1.0666 -0.17 -0.26 0.29
C -2.6332 -0.2058 0.3031 0.28 -0.37 -0.22
N -1.2972 0.1180 -0.1928 0.50 -0.09 0.77
N -1.3907 0.5162 -1.5802 0.06 -0.23 -0.97
H -3.0822 -1.0107 -0.2874 -0.27 0.06 -0.05
H -2.5592 -0.5482 1.3396 0.07 0.12 -0.09
H -3.2901 0.6698 0.2782 0.18 -0.07 -0.04
H -0.6851 -0.7301 -0.0966 -0.99 1.13 -0.52
H -0.4521 0.6161 -1.9839 -0.24 -0.13 0.60
H -1.7806 1.4620 -1.6464 0.14 -0.36 0.51

2.
93
Properties=species:S:1:pos:R:3:forces:R:3 method="wB97M-V/def2-TZVPD" charge=0 s2=2.0528 multiplicity=3 lumo_energy_ev="-0.1737 / -0.8596" homo_lumo_gap_ev="6.32 / 5.86"
Pd 0.8520 -0.4466 -0.2710 0.50 0.17 0.08
O 3.2119 1.2974 0.8503 0.02 0.00 0.01
C 3.8417 1.6096 -0.1608 -0.01 0.03 -0.02
C 5.1918 1.1071 -0.4022 -0.01 0.01 -0.01
C 5.9709 1.6214 -1.3726 0.00 0.03 -0.03
C 5.5038 2.6581 -2.2589 0.03 -0.03 0.02
C 4.2353 3.0988 -2.1579 -0.04 -0.03 0.05
C 3.3329 2.5532 -1.1742 0.02 -0.03 -0.04
C 2.0023 2.8784 -1.1995 0.04 0.01 0.04
N 1.0085 2.2666 -0.3859 -0.22 -0.06 -0.15
C -0.2781 2.5629 -1.0873 -0.01 0.02 0.03
C 0.0560 4.0310 -1.3290 0.06 -0.01 0.02
N 1.3805 3.8395 -1.9385 -0.03 0.00 -0.04
H 5.5445 0.3357 0.2700 -0.01 0.00 0.01
H 6.9813 1.2502 -1.4980 0.00 0.00 -0.01
H 6.1655 3.0507 -3.0185 0.00 0.00 0.00
H 3.8705 3.8385 -2.8622 0.01 0.00 -0.01
H -1.0737 2.4793 -0.3480 -0.01 0.00 0.00
H -0.6125 4.6299 -1.9401 -0.01 0.00 0.01
H 1.9006 4.5964 -2.3502 0.00 0.02 0.03
C -1.9126 0.0410 1.8693 0.02 0.01 0.04
C -2.2220 -0.9609 0.7655 0.05 -0.04 0.01
As -2.6601 -0.5447 -1.1456 -0.08 -0.05 -0.06
C -4.4663 0.0774 -0.7085 -0.02 -0.01 0.07
C -4.7092 1.2743 -0.0331 0.00 -0.01 -0.02
C -5.9958 1.6230 0.3462 0.00 -0.01 -0.01
C -7.0607 0.7779 0.0544 0.01 0.01 0.01
C -6.8315 -0.4109 -0.6187 0.00 -0.01 0.00
C -5.5388 -0.7585 -0.9973 0.01 0.02 0.00
C -2.0386 1.1045 -2.0275 -0.04 0.08 -0.07
C -0.6067 1.5637 -2.2309 0.14 0.18 -0.22
C -0.3719 2.1539 -3.5973 0.09 0.04 0.09
C -1.3761 2.6859 -4.3239 -0.05 0.03 0.02
C -2.7125 2.5699 -3.8665 0.04 -0.01 0.01
C -3.0050 1.7207 -2.7850 -0.03 0.04 0.00
As -0.0047 0.5270 1.7399 -0.27 0.00 0.08
C -0.1250 2.4790 1.7414 0.17 0.01 -0.08
C 0.8362 3.1677 0.7973 -0.01 -0.01 0.02
C 0.2981 4.4975 0.1490 -0.02 -0.02 0.01
C -0.8816 5.1039 0.8452 0.04 -0.02 -0.03
C -1.4829 4.5174 1.8768 -0.02 -0.04 0.04
C -1.1415 3.1470 2.2839 -0.03 0.05 0.01
C 0.7227 0.0815 3.4721 0.00 0.05 0.04
C 0.9933 -1.2608 3.7196 0.02 0.00 -0.03
C 1.5194 -1.6471 4.9427 0.00 0.00 0.00
C 1.7953 -0.6929 5.9129 0.00 0.02 0.00
C 1.5455 0.6480 5.6589 0.00 -0.02 0.00
C 1.0075 1.0370 4.4393 -0.04 -0.03 0.02
H -2.0833 -0.4165 2.8466 -0.01 0.00 0.00
H -2.5389 0.9288 1.8059 0.00 0.02 0.00
H -3.1457 -1.5000 1.0013 0.00 -0.01 -0.01
H -1.4268 -1.7070 0.7075 0.01 -0.01 -0.01
H -3.8869 1.9504 0.1754 -0.01 0.01 0.00
H -6.1712 2.5557 0.8679 0.00 0.00 0.00
H -8.0657 1.0510 0.3491 0.00 0.00 0.00
H -7.6574 -1.0700 -0.8542 0.00 0.00 0.00
H -5.3646 -1.6885 -1.5262 -0.01 0.00 0.00
H 0.1466 0.7675 -2.1159 -0.29 -0.30 0.12
H 0.6501 2.1902 -3.9496 -0.01 -0.02 -0.03
H -1.1688 3.1638 -5.2735 -0.01 0.00 0.00
H -3.5243 3.0246 -4.4174 0.01 0.01 -0.01
H -4.0492 1.4995 -2.6063 0.01 0.00 0.00
H 1.8063 3.2896 1.2762 0.01 -0.02 0.02
H 1.0977 5.2416 0.1399 0.00 0.00 -0.01
H -1.2182 6.0736 0.4959 0.00 0.00 0.01
H -2.3085 5.0088 2.3766 0.00 -0.01 0.00
H -1.8206 2.6511 2.9687 -0.01 0.00 0.00
H 0.8206 -1.9992 2.9434 0.01 0.00 0.00
H 1.7304 -2.6916 5.1322 0.00 0.00 0.00
H 2.2161 -0.9941 6.8636 0.00 0.00 0.00
H 1.7723 1.3941 6.4098 0.00 0.00 0.00
H 0.8126 2.0838 4.2417 0.01 0.00 0.01
C 0.4706 -8.2094 -0.7660 0.01 0.01 0.00
C 0.9886 -6.7977 -0.7085 0.02 0.02 0.00
C 2.1661 -6.4858 -0.0441 -0.03 -0.02 -0.02
C 2.6446 -5.1823 0.0337 0.02 0.02 0.04
C 3.9325 -4.9459 0.7813 -0.04 0.01 -0.02
C 1.9203 -4.1400 -0.5724 0.09 0.01 0.10
Te 2.6914 -2.1641 -0.3641 -0.08 -0.13 -0.05
C 0.7421 -4.4422 -1.2694 -0.05 0.04 -0.09
C -0.0934 -3.4082 -1.9740 0.04 0.00 0.01
C 0.2994 -5.7614 -1.3185 0.01 -0.03 -0.03
H 1.2210 -8.9188 -0.4179 0.00 0.00 0.00
H 0.1884 -8.4843 -1.7834 0.00 0.00 0.00
H -0.4157 -8.3260 -0.1387 0.00 0.00 0.00
H 2.7354 -7.2796 0.4285 0.00 -0.01 0.00
H 4.3417 -5.8894 1.1421 -0.01 -0.01 0.00
H 3.7780 -4.2847 1.6356 0.01 0.01 0.00
H 4.6795 -4.4672 0.1463 0.00 0.00 0.00
H 0.5101 -2.5855 -2.3546 0.00 -0.02 -0.02
H -0.8290 -2.9772 -1.2920 0.00 0.06 0.03
H -0.6409 -3.8566 -2.8040 -0.02 -0.02 0.02
H -0.6134 -5.9817 -1.8642 0.00 0.00 0.00

3.
13
Properties=species:S:1:pos:R:3:forces:R:3 method="wB97M-V/def2-TZVPD" charge=+1 multiplicity=1 lumo_energy_ev="-5.4415 / -5.4418" homo_lumo_gap_ev="7.60 / 7.59"
S -2.9522 -0.1169 0.1938 -0.43 2.12 -1.07
C -1.2177 0.0551 0.0548 -0.45 0.81 0.07
N -0.5947 1.1661 -0.2144 -0.35 -1.26 1.71
N 0.7168 1.1634 -0.0482 -0.76 1.06 -1.86
C 1.5253 0.0560 0.5241 -4.76 0.69 0.96
C 0.8446 -1.0647 -0.1222 -1.20 1.46 1.46
N -0.4882 -1.1069 -0.0541 3.33 0.84 0.09
H -3.1810 1.1708 -0.4613 0.30 -2.08 1.07
H 0.9676 1.8987 -0.6666 1.91 0.46 -0.44
H 1.3080 0.1995 1.5597 0.17 -0.68 1.14
H 2.5182 0.0724 0.3535 3.16 0.52 -0.87
H 1.5072 -1.6232 -0.6863 0.17 -2.16 -1.31
H -0.9540 -1.8704 -0.4328 -1.09 -1.77 -0.95

Relative energy (zero: lowest compared OMol25 entry of this formula, charge and spin), record by record: 21.77; 98.33; 60.87 kcal per mole
Total energy, record by record: -411.85829; -6753.89836; -680.01395 hartree